[1]
Density functional theory data (wB97M-V/def2-TZVPD) for a molecular structure, C30H47AsClN5O5SScSeSi at a distorted geometry.

Its HOMO energy is -10.727 eV. The value obtained for the gap between HOMO and LUMO is 0.309 Ha. The calculation puts the electronic energy at -227675.5500 eV. The lowest unoccupied orbital energy is -2.3 eV. As for the total charge: +1. The value obtained for the energy relative to the best compared isomer or geometry (same formula, charge and spin) is 145.3 kJ/mol.

The geometry in XYZ format:
```
93
Properties=species:S:1:pos:R:3:forces:R:3
Sc -1.065938 -0.454076 0.711757 1.7 1.2 -1.7
O -3.751563 -1.191862 2.557552 -0.4 -0.1 0.1
Cl -2.473162 -0.729556 2.924181 -0.9 -0.5 1.2
O -2.295875 -0.564846 4.298401 0.1 0.2 0.4
O -2.196873 0.511072 2.190832 -0.3 1.0 -0.1
O -1.440386 -1.640765 2.379614 0.2 -0.6 0.3
C -2.965371 0.171875 -4.708537 0.1 0.1 0.1
C -2.151285 -0.029414 -3.438664 -0.2 -0.1 -0.2
N -1.292403 1.119852 -3.196112 0.2 0.0 0.0
C -1.115250 1.754683 -2.047788 0.2 0.1 0.0
S -2.117936 1.525515 -0.664998 -0.2 -0.1 0.4
N -0.160628 2.680198 -1.955834 0.0 0.0 0.0
C 0.791178 3.046595 -2.995526 -0.2 0.1 -0.1
C 0.212469 4.022190 -4.018284 0.0 -0.1 0.1
H -3.592456 -0.698463 -4.897042 0.0 0.0 0.0
H -2.310876 0.310084 -5.571094 0.0 0.0 0.0
H -3.605615 1.049211 -4.620177 0.0 0.0 0.0
H -1.520377 -0.916768 -3.525424 0.0 0.0 0.1
H -2.797406 -0.151464 -2.572601 0.0 0.0 0.0
H -0.642423 1.323655 -3.941443 0.0 0.1 0.0
H -0.178490 3.218952 -1.106087 0.1 -0.1 0.1
H 1.143417 2.127735 -3.473587 0.1 0.0 0.0
H 1.646843 3.496858 -2.494594 0.0 -0.1 0.0
H -0.626536 3.583759 -4.559069 0.0 0.0 0.0
H 0.978262 4.308268 -4.738196 0.0 0.0 0.0
H -0.143939 4.921755 -3.518249 0.0 0.0 0.0
C -2.420068 -3.273377 -1.871038 0.2 0.3 0.1
As -2.941772 -2.181666 -0.310860 -0.7 -1.0 -0.7
C -3.383277 -3.681486 0.855631 0.0 0.1 0.2
C -4.730943 -1.494384 -0.875068 0.2 0.1 0.3
C -5.895291 -2.238401 -0.293466 0.0 0.0 -0.1
C -6.721272 -1.643427 0.653260 0.1 0.0 0.0
C -7.823999 -2.323394 1.150443 0.0 0.0 0.0
C -8.106027 -3.607782 0.712567 0.0 0.0 0.1
C -7.281897 -4.214399 -0.225450 0.0 0.0 0.0
C -6.188090 -3.530634 -0.728744 0.0 0.1 0.0
H -2.790015 -2.840183 -2.799150 0.0 0.0 0.0
H -2.802172 -4.286543 -1.763775 -0.1 0.1 0.0
H -1.331974 -3.307535 -1.913312 0.0 0.0 0.0
H -3.854185 -4.474473 0.281928 0.0 0.0 0.0
H -4.061151 -3.354348 1.637652 0.0 0.0 0.0
H -2.463738 -4.052685 1.306975 0.0 0.0 0.0
H -4.761616 -1.537453 -1.965448 0.1 0.0 0.0
H -4.755972 -0.446920 -0.572558 0.0 0.0 -0.1
H -6.507910 -0.637782 0.996030 0.0 0.0 0.0
H -8.467096 -1.844025 1.876557 0.0 0.0 0.0
H -8.967907 -4.135406 1.098497 0.0 0.0 0.0
H -7.497907 -5.217609 -0.569139 0.0 0.0 0.0
H -5.554607 -3.985307 -1.483519 0.0 -0.1 0.0
C 3.593997 0.257911 -1.575989 0.2 -0.4 -0.3
Si 2.667455 -1.237523 -2.266283 -1.5 0.3 1.1
C 3.308493 -2.926261 -1.743021 0.0 0.4 -0.3
C 2.164282 -1.091134 -4.078986 0.3 -0.1 0.3
Se 0.517105 -1.063414 -1.062903 1.1 -0.5 -1.1
H 4.661436 0.043340 -1.486251 0.0 0.0 0.0
H 3.207278 0.530094 -0.594268 0.0 -0.1 0.0
H 3.485460 1.125435 -2.228690 0.0 0.0 0.0
H 3.971718 -3.340130 -2.505040 0.0 0.0 0.0
H 2.466818 -3.604854 -1.610294 0.0 0.0 -0.1
H 3.861786 -2.884362 -0.804688 0.0 0.1 0.0
H 2.788090 -1.740050 -4.696789 0.0 0.0 0.0
H 2.280950 -0.073626 -4.454257 0.0 0.0 0.1
H 1.126388 -1.396174 -4.206876 0.0 -0.1 0.0
C 3.809264 5.524405 2.482335 0.1 0.0 0.1
C 4.411472 4.169099 2.729917 0.0 0.0 0.0
C 4.333758 3.157655 1.781112 -0.1 0.0 0.0
C 4.840191 1.891424 2.029823 0.1 -0.1 0.1
C 5.404480 1.601760 3.266295 -0.1 0.0 -0.2
N 5.830909 0.297497 3.612198 0.0 0.1 0.1
C 5.334681 -0.937922 3.285764 -0.1 -0.2 -0.1
O 6.007692 -1.940247 3.393083 0.0 0.1 0.0
N 4.029421 -1.055269 2.790743 0.1 0.1 -0.2
C 2.886771 -0.284350 2.960059 -0.2 0.4 0.2
C 2.658532 0.552760 4.051429 0.1 -0.1 0.0
C 1.507744 1.314257 4.071596 0.0 0.1 -0.1
C 0.601759 1.217257 3.031452 -0.1 0.1 0.0
N 0.767065 0.362352 2.013223 -0.1 -0.3 0.2
C 1.885132 -0.368353 1.995511 0.4 0.0 0.0
C 5.570429 2.630613 4.189485 -0.1 -0.1 0.1
C 5.080035 3.895936 3.921784 0.0 0.0 -0.1
H 3.258440 5.544999 1.543441 0.0 0.0 0.0
H 4.585158 6.290513 2.441948 0.0 0.0 0.0
H 3.129705 5.795342 3.291139 0.0 0.0 0.0
H 3.866298 3.361226 0.824451 0.0 0.0 0.0
H 4.797190 1.127609 1.265142 -0.1 -0.1 0.0
H 6.707212 0.231967 4.106601 0.0 -0.1 0.0
H 3.912765 -1.917489 2.282509 0.0 -0.1 0.1
H 3.363214 0.599899 4.869088 0.1 0.0 0.0
H 1.293153 1.967569 4.905104 0.0 0.1 0.0
H -0.293199 1.824031 3.018367 0.0 -0.1 0.0
H 2.020847 -1.046012 1.161460 -0.1 0.0 0.0
H 6.075019 2.424194 5.125974 -0.1 0.0 0.0
H 5.205097 4.682174 4.656297 0.0 0.0 0.0
```
Positions in Å, forces in eV/Å.

Atomic partial charges in e from the Löwdin method, atoms 1 to 5: number 1, Sc, carries 0.28; number 2, O, carries -0.27; number 3, Cl, carries 0.70; number 4, O, carries -0.19; number 5, O, carries -0.43

---

[2]
Density functional theory data (wB97M-V/def2-TZVPD) for a molecular structure, C30H47Cl3LuN3O6Si at a distorted geometry.

Its HOMO energy is -8.228 eV. The value obtained for the gap between HOMO and LUMO is 0.314 Ha. The calculation puts the electronic energy at -127703.1352 eV. The lowest unoccupied orbital energy is 0.3 eV. As for the total charge: 0. The value obtained for the energy relative to the best compared isomer or geometry (same formula, charge and spin) is 0.0 kJ/mol.

The geometry in XYZ format:
```
91
Properties=species:S:1:pos:R:3:forces:R:3
C -2.175901 2.616790 -4.097407 0.3 0.2 0.2
C -2.708563 1.396530 -4.782085 -0.1 -0.4 -1.0
H -1.627588 3.251571 -4.805006 -0.1 -0.1 0.2
H -1.512092 2.330148 -3.272417 -0.1 0.2 -0.2
H -2.984700 3.236735 -3.675042 0.2 -0.3 -0.1
C -2.990530 1.363749 -6.097140 -0.3 -0.1 0.9
C -2.759998 2.476048 -7.060108 0.0 0.4 -0.5
H -3.500734 0.496221 -6.517361 0.3 0.1 0.2
H -1.782371 2.962536 -6.933385 -0.3 -0.1 0.0
H -3.534070 3.257272 -6.995886 0.2 -0.2 0.0
H -2.801451 2.068596 -8.077162 0.1 0.2 0.1
Lu 1.238965 0.734634 1.819372 -0.4 1.0 0.3
Cl -0.903338 1.495580 0.742076 -0.1 0.0 0.0
C -0.605255 -1.771879 1.898350 1.2 0.0 -0.3
O 0.583926 -1.370307 1.719531 -1.6 -0.8 0.4
N -0.953252 -3.024016 1.620232 0.2 0.4 -0.3
C 0.036651 -3.924999 1.037852 -0.1 -0.1 -0.1
C -2.349763 -3.433252 1.604755 -0.3 0.2 0.1
H -1.406318 -1.124754 2.290033 0.3 0.0 -0.1
H 1.011143 -3.733966 1.492675 -0.2 -0.1 -0.1
H 0.114038 -3.785611 -0.053118 0.0 0.0 0.4
H -0.298639 -4.943788 1.247791 0.2 0.1 -0.1
H -2.906297 -2.799867 2.309285 0.1 -0.3 -0.2
H -2.411622 -4.483475 1.908257 -0.1 0.3 0.1
H -2.804995 -3.325429 0.605716 0.3 -0.1 0.4
H 4.309454 -2.213620 5.490177 0.1 0.1 -0.2
H 3.854199 -0.587626 7.170182 0.0 0.3 -0.2
C 4.687991 -1.435664 4.813711 -0.1 -0.2 0.2
C 4.119299 0.257088 6.518337 0.2 0.4 -0.1
N 4.036699 -0.171335 5.128589 0.1 -0.3 -0.2
H 4.486662 -1.706193 3.775646 0.0 0.1 0.2
C 3.336598 0.476404 4.200704 -0.6 -0.3 -0.7
O 2.995669 -0.037813 3.102257 0.9 0.6 1.1
H 3.421647 1.080428 6.694416 0.1 -0.2 0.0
H 3.080260 1.519661 4.447767 -0.2 -0.3 0.0
H 5.769359 -1.336982 4.975262 -0.2 0.0 0.0
H 5.139447 0.583306 6.763677 -0.2 -0.1 0.0
H 4.200746 4.134082 -0.843904 0.1 -0.4 -0.1
H 1.868047 2.181190 -1.954975 0.4 -0.1 -0.1
C 4.726092 3.212714 -1.141983 0.0 0.0 0.0
C 2.895325 1.918420 -2.259673 -0.1 0.0 0.1
N 3.828580 2.058953 -1.136475 -0.3 -0.4 0.2
H 5.559602 3.045218 -0.452798 -0.2 0.0 -0.2
C 3.655432 1.323948 -0.044768 -0.7 0.2 0.4
O 2.702013 0.512530 0.115060 1.2 0.4 -0.6
H 2.906382 0.882707 -2.638236 0.0 0.4 0.2
H 4.367833 1.518172 0.771701 -0.1 -0.1 -0.3
H 5.095996 3.327314 -2.164668 0.2 0.1 0.3
H 3.234642 2.606838 -3.038497 -0.2 -0.2 0.1
O -1.584558 -0.101951 -3.329210 0.1 -0.2 -0.1
C -2.870696 0.171104 -3.892452 0.0 -0.2 0.3
C -2.785089 -1.703130 -5.591755 -0.3 -0.1 -0.1
C -3.506511 -1.019667 -4.611165 0.0 0.4 0.1
H -1.758473 -1.394334 -5.805857 -0.4 -0.2 0.1
C -3.406474 -2.707235 -6.342141 0.1 0.2 0.2
H -3.517743 0.481415 -3.058694 -0.1 -0.2 0.0
C -4.850208 -1.343965 -4.374694 0.5 0.1 -0.3
H -2.817638 -3.242324 -7.088938 -0.3 0.1 0.1
C -4.759474 -3.003602 -6.140183 0.1 0.1 0.1
C -5.477584 -2.322121 -5.149787 0.0 -0.1 0.0
H -5.388584 -0.775571 -3.612761 0.0 -0.3 -0.2
H -5.248839 -3.756119 -6.765850 0.2 0.2 0.3
H -6.533810 -2.550573 -4.978405 0.4 0.1 -0.1
Si -0.737858 -1.384742 -2.660812 -0.5 0.8 -0.6
Cl 2.326177 3.052226 1.948774 0.1 0.1 0.2
C 0.312257 -2.141944 -3.998409 0.0 -0.3 -0.2
C -1.992664 -2.575995 -1.953102 -0.1 -0.3 0.0
C 0.326403 -0.643439 -1.349434 -0.3 -0.2 0.1
H -0.316719 -2.631483 -4.755902 0.3 0.0 0.2
H 0.978123 -2.891191 -3.544625 -0.1 0.1 -0.2
H 0.927861 -1.374430 -4.493999 -0.2 -0.2 0.2
H 0.723774 0.334900 -1.641119 -0.1 -0.3 0.0
H 1.141655 -1.283290 -0.990267 -0.2 0.1 -0.1
H -0.372462 -0.442802 -0.524604 0.4 0.0 -0.2
H -2.737752 -2.841669 -2.717250 0.2 0.0 0.2
H -2.524765 -2.094741 -1.118692 0.1 -0.1 -0.2
H -1.531472 -3.507826 -1.592872 -0.1 0.2 -0.1
Cl 0.781619 2.758227 10.206725 0.2 0.1 0.6
C 0.589852 2.484165 8.527336 -0.1 -0.2 -1.5
C 0.311462 3.567138 7.676984 0.0 -0.5 0.0
C 0.060132 3.329168 6.324307 0.0 -0.1 0.5
C 0.113248 2.029378 5.817162 0.3 -0.1 0.3
C 0.469742 0.962190 6.652094 0.0 0.4 0.2
C 0.698402 1.181348 8.012102 -0.1 0.5 0.1
C -0.216845 1.813512 4.359290 -1.0 1.2 0.2
O -1.010031 2.605716 3.845716 1.0 -1.1 0.2
O 0.388354 0.801000 3.825330 0.0 -0.1 -0.4
H 0.271991 4.575832 8.079241 0.0 -0.2 0.0
H -0.206620 4.151538 5.660038 0.1 -0.3 0.1
H 0.537646 -0.044677 6.241698 0.0 0.2 0.0
H 0.948954 0.365155 8.684866 -0.1 0.1 -0.1
```
Positions in Å, forces in eV/Å.

Atomic partial charges in e from the Löwdin method, atoms 1 to 5: number 1, C, carries -0.03; number 2, C, carries -0.23; number 3, H, carries 0.07; number 4, H, carries 0.08; number 5, H, carries 0.10